Here is a cluster of 2 separate species, C28H37N4 in total in a non-equilibrium geometry from the Open Molecules 2025 dataset. Energies are from ωB97M-V/def2-TZVPD.

Structure (XYZ):
```
69
C28H37N4 | the Open Molecules 2025 dataset | ωB97M-V/def2-TZVPD
C 5.209 -2.359 1.344
C 3.730 -2.215 1.694
C 2.873 -1.584 0.589
C 2.803 -0.060 0.711
N 1.680 0.583 0.704
C 1.665 2.023 0.979
C 2.900 2.476 1.707
C 4.105 1.973 0.946
N 4.027 0.540 0.824
C 5.213 -0.071 0.217
C 5.937 -1.029 1.152
H 5.716 -2.896 2.154
H 5.321 -2.956 0.427
H 3.331 -3.215 1.906
H 3.624 -1.647 2.628
H 3.263 -1.861 -0.407
H 1.858 -1.977 0.659
H 1.559 2.605 0.041
H 0.768 2.200 1.581
H 2.920 3.566 1.758
H 2.904 2.070 2.721
H 4.122 2.413 -0.064
H 5.041 2.241 1.445
H 4.923 -0.586 -0.712
H 5.888 0.753 -0.063
H 6.099 -0.531 2.121
H 6.927 -1.204 0.716
C -2.055 -4.770 -3.970
N -1.017 -4.045 -3.279
C 0.383 -4.319 -3.538
C 1.137 -3.276 -2.680
C 0.056 -2.470 -2.043
C -1.197 -3.030 -2.402
C -2.405 -2.523 -1.886
C -2.337 -1.463 -1.001
C -1.100 -0.779 -0.723
C -1.027 0.386 0.082
C -2.107 1.296 0.246
C -2.071 2.266 1.301
C -3.167 3.053 1.559
C -4.353 2.895 0.799
N -5.335 3.680 1.306
C -6.704 3.745 0.857
C -4.882 4.502 2.410
C -3.403 4.096 2.596
C -4.413 2.009 -0.294
C -3.268 1.304 -0.609
C 0.101 -1.341 -1.257
H -3.017 -4.260 -3.843
H -1.809 -4.826 -5.042
H -2.141 -5.799 -3.586
H 0.634 -5.348 -3.248
H 0.606 -4.215 -4.609
H 1.768 -3.786 -1.941
H 1.809 -2.674 -3.297
H -3.354 -2.977 -2.170
H -3.241 -1.128 -0.501
H -0.145 0.532 0.690
H -1.175 2.373 1.912
H -6.913 2.919 0.169
H -7.372 3.674 1.728
H -6.903 4.699 0.345
H -4.982 5.566 2.165
H -5.483 4.309 3.306
H -3.227 3.727 3.609
H -2.751 4.966 2.468
H -5.338 1.912 -0.861
H -3.255 0.718 -1.527
H 1.045 -0.854 -1.022
```

total charge	+1
2S+1	1
total energy	-35591.05945	eV
frontier orbital gap	6.0	eV
LUMO level	-3.67	eV
strongest force on any atom	2.20	eV Å⁻¹
relative energy (zero: lowest compared OMol25 entry of this formula, charge and spin)	23.7	kJ/mol

Here is a cluster of 2 separate species, C28H37N4O in total in a non-equilibrium geometry from the Open Molecules 2025 dataset. Energies are from ωB97M-V/def2-TZVPD.

Structure (XYZ):
```
70
C28H37N4O | the Open Molecules 2025 dataset | ωB97M-V/def2-TZVPD
C -6.362 -1.646 0.963
N -5.298 -1.722 1.945
C -5.535 -2.722 2.970
C -4.090 -1.109 1.797
C -3.955 0.042 0.967
C -2.730 0.643 0.794
C -1.529 0.061 1.285
C -0.289 0.659 0.974
C 0.976 0.056 1.249
C 2.019 0.757 1.916
C 3.220 0.142 2.208
C 3.493 -1.159 1.703
N 4.756 -1.685 1.815
C 5.549 -1.595 3.024
C 5.245 -2.666 0.865
C 2.469 -1.860 1.008
C 1.216 -1.292 0.878
C -1.675 -1.050 2.177
C -2.917 -1.584 2.463
H -6.287 -0.763 0.327
H -6.373 -2.543 0.322
H -7.314 -1.623 1.509
H -5.136 -2.394 3.936
H -6.621 -2.842 3.045
H -5.094 -3.694 2.709
H -4.845 0.471 0.499
H -2.679 1.607 0.283
H -0.300 1.678 0.620
H 1.812 1.763 2.288
H 3.998 0.667 2.768
H 5.257 -0.734 3.627
H 5.438 -2.510 3.626
H 6.601 -1.509 2.724
H 5.039 -2.355 -0.174
H 6.331 -2.737 1.006
H 4.801 -3.663 1.028
H 2.672 -2.869 0.637
H 0.386 -1.896 0.501
H -0.792 -1.426 2.701
H -2.997 -2.401 3.181
C 3.974 2.500 -2.026
C 3.367 1.127 -1.781
N 2.002 0.933 -2.298
C 1.891 0.320 -3.636
C 1.613 -1.171 -3.625
C 0.968 1.631 -1.682
C -0.381 1.134 -1.880
N -1.469 2.016 -1.924
C -1.444 3.265 -1.310
C -2.605 3.982 -1.135
C -3.835 3.493 -1.564
C -3.835 2.293 -2.281
C -2.674 1.586 -2.498
O 1.248 2.586 -0.903
H 4.978 2.537 -1.589
H 4.061 2.699 -3.101
H 3.343 3.259 -1.554
H 3.975 0.348 -2.259
H 3.333 0.932 -0.699
H 1.130 0.847 -4.228
H 2.860 0.498 -4.125
H 1.649 -1.542 -4.654
H 2.377 -1.703 -3.049
H 0.631 -1.398 -3.202
H -0.489 0.248 -2.512
H -0.467 3.613 -0.992
H -2.517 4.926 -0.609
H -4.761 4.010 -1.326
H -4.763 1.874 -2.657
H -2.621 0.660 -3.062
```

total charge	+1
2S+1	1
total energy	-37636.47098	eV
frontier orbital gap	5.6	eV
LUMO level	-4.02	eV
strongest force on any atom	1.45	eV Å⁻¹
relative energy (zero: lowest compared OMol25 entry of this formula, charge and spin)	228.9	kJ/mol

Here is a structure of composition C28H37N5NiO2P2 from the Open Molecules 2025 dataset. Energies are from ωB97M-V/def2-TZVPD.

Structure (XYZ):
```
75
C28H37N5NiO2P2 | the Open Molecules 2025 dataset | ωB97M-V/def2-TZVPD
Ni -0.027 -0.106 -0.217
C -1.902 5.237 -0.875
C -2.218 3.765 -1.147
C -1.555 3.220 -2.394
C -2.046 3.627 -3.633
C -1.520 3.131 -4.813
C -0.497 2.195 -4.754
C 0.011 1.757 -3.537
C 1.146 0.764 -3.507
C 2.512 1.445 -3.390
C -0.505 2.294 -2.350
N 0.011 1.835 -1.114
C 0.597 2.725 -0.335
C 1.105 2.300 0.890
C 1.853 3.069 1.875
C 2.253 2.227 2.828
C 1.821 0.839 2.392
N 0.987 1.000 1.258
H -2.422 5.594 0.016
H -2.206 5.860 -1.718
H -0.832 5.386 -0.726
H -3.303 3.659 -1.262
H -1.927 3.175 -0.274
H -2.867 4.337 -3.663
H -1.915 3.455 -5.768
H -0.085 1.784 -5.669
H 1.104 0.153 -4.413
H 1.014 0.097 -2.653
H 2.650 2.187 -4.179
H 3.324 0.718 -3.461
H 2.602 1.950 -2.427
H 0.711 3.763 -0.643
H 2.026 4.134 1.828
H 2.844 2.422 3.710
H 1.447 0.172 3.165
C -2.155 -2.751 1.484
P -0.897 -1.413 1.534
C -1.433 -0.541 3.050
C 0.597 -2.344 2.079
C 0.741 -2.840 3.373
C 1.900 -3.495 3.761
C 2.933 -3.661 2.850
C 2.796 -3.191 1.553
C 1.636 -2.533 1.150
P 1.383 -1.914 -0.569
C 0.590 -3.412 -1.302
C 3.027 -2.089 -1.357
H -2.257 -3.227 2.461
H -1.871 -3.509 0.755
H -3.119 -2.335 1.185
H -1.643 -1.215 3.882
H -2.345 0.007 2.808
H -0.680 0.188 3.342
H -0.055 -2.707 4.096
H 2.003 -3.861 4.775
H 3.854 -4.145 3.152
H 3.616 -3.318 0.858
H 1.136 -4.313 -1.016
H 0.595 -3.330 -2.392
H -0.444 -3.499 -0.969
H 3.354 -3.129 -1.392
H 3.765 -1.479 -0.842
H 2.936 -1.716 -2.380
N -2.701 0.341 -1.479
C -3.700 0.010 -2.317
C -3.306 -1.136 -2.966
C -2.027 -1.409 -2.447
N -1.667 -0.503 -1.548
H -2.609 1.152 -0.888
H -4.591 0.610 -2.395
H -3.849 -1.685 -3.714
H -1.352 -2.209 -2.699
O 3.801 -0.286 3.028
N 3.190 0.106 2.058
O 3.606 0.120 0.924
```

2S+1	3
total energy	-100800.70741	eV
frontier orbital gap (spin up / spin down)	6.5 / 6.4	eV
LUMO level (spin up / spin down)	0.59 / 0.02	eV
strongest force on any atom	0.76	eV Å⁻¹

Here is a structure of composition C28H37N6RbS4SeSi in a non-equilibrium geometry from the Open Molecules 2025 dataset. Energies are from ωB97M-V/def2-TZVPD.

Structure (XYZ):
```
78
C28H37N6RbS4SeSi | the Open Molecules 2025 dataset | ωB97M-V/def2-TZVPD
Rb -0.835 -0.636 -0.758
N -4.847 2.297 0.024
C -3.616 1.735 0.097
S -3.065 1.102 -1.352
N -2.889 1.774 1.155
N -1.598 1.189 1.094
C -0.968 1.591 2.164
C -1.436 2.570 3.174
C -1.438 3.932 2.872
C -1.861 4.847 3.836
C -2.284 4.398 5.091
C -2.293 3.033 5.384
C -1.869 2.114 4.425
C 0.257 0.874 2.403
C 1.266 1.182 3.302
C 2.324 0.283 3.401
C 2.320 -0.860 2.605
C 1.249 -1.061 1.745
N 0.208 -0.215 1.641
H -5.024 2.471 -0.957
H -4.883 3.116 0.609
H -1.142 4.263 1.879
H -1.882 5.907 3.600
H -2.631 5.112 5.833
H -2.651 2.682 6.348
H -1.907 1.047 4.630
H 1.234 2.080 3.905
H 3.141 0.471 4.090
H 3.128 -1.580 2.651
H 1.193 -1.931 1.098
C 0.874 -5.220 2.015
C 1.580 -4.615 0.801
S 0.947 -2.968 0.338
C 0.322 -3.311 -1.345
C -0.965 -4.133 -1.418
S -2.370 -3.310 -0.595
C -2.846 -4.567 0.646
C -1.886 -4.706 1.830
S -0.689 -6.070 1.608
H 0.727 -4.496 2.824
H 1.526 -6.002 2.421
H 1.576 -5.300 -0.054
H 2.631 -4.458 1.066
H 1.114 -3.811 -1.913
H 0.164 -2.341 -1.832
H -0.815 -5.149 -1.051
H -1.244 -4.236 -2.473
H -3.053 -5.521 0.149
H -3.806 -4.214 1.038
H -2.473 -4.989 2.711
H -1.398 -3.760 2.079
N -2.628 3.998 -7.198
C -2.372 3.337 -6.280
C -2.056 2.521 -5.146
C -1.140 2.968 -4.195
C -0.869 2.144 -3.119
N -1.442 0.935 -2.941
C -2.326 0.526 -3.876
C -2.664 1.277 -4.988
H -0.647 3.931 -4.286
H -0.163 2.440 -2.347
H -2.768 -0.451 -3.701
H -3.382 0.896 -5.707
C 5.422 0.628 -0.501
Si 4.285 1.067 -1.914
C 4.874 0.226 -3.473
C 4.289 2.917 -2.165
Se 2.168 0.371 -1.430
H 6.452 0.966 -0.737
H 5.419 -0.472 -0.352
H 5.071 1.127 0.425
H 5.904 0.565 -3.708
H 4.198 0.487 -4.312
H 4.871 -0.873 -3.323
H 5.319 3.255 -2.400
H 3.938 3.416 -1.238
H 3.613 3.177 -3.005
H -0.484 -1.989 -2.917
```

total charge	-2
2S+1	1
total energy	-155790.59772	eV
frontier orbital gap (spin up / spin down)	3.7 / 3.7	eV
LUMO level (spin up / spin down)	3.66 / 3.66	eV
strongest force on any atom	13.04	eV Å⁻¹

Here is a cluster of 7 separate species, C28H37N7 in total in a non-equilibrium geometry from the Open Molecules 2025 dataset. Energies are from ωB97M-V/def2-TZVPD.

Structure (XYZ):
```
72
C28H37N7 | the Open Molecules 2025 dataset | ωB97M-V/def2-TZVPD
C -4.874 -3.199 0.818
C -6.178 -3.409 1.348
C -6.521 -2.250 1.978
N -5.497 -1.351 1.875
C -4.462 -1.937 1.171
H -4.311 -3.926 0.253
H -6.812 -4.256 1.156
H -7.438 -2.021 2.497
H -5.525 -0.386 2.137
H -3.556 -1.417 0.908
C 3.475 -0.168 -4.272
C 4.488 0.269 -5.160
C 5.677 0.205 -4.480
N 5.408 -0.214 -3.216
C 4.065 -0.417 -3.047
H 2.435 -0.286 -4.529
H 4.264 0.499 -6.188
H 6.686 0.487 -4.734
H 6.072 -0.296 -2.470
H 3.747 -0.800 -2.091
C -3.232 -0.067 -4.403
C -3.021 -1.147 -3.515
C -3.984 -1.137 -2.531
N -4.733 -0.014 -2.760
C -4.278 0.657 -3.857
H -2.722 0.202 -5.309
H -2.202 -1.848 -3.579
H -4.124 -1.750 -1.659
H -5.472 0.270 -2.145
H -4.732 1.581 -4.175
C 2.104 0.986 3.086
C 0.924 1.670 2.695
C 0.847 2.769 3.521
N 1.835 2.700 4.444
C 2.592 1.576 4.237
H 2.532 0.172 2.525
H 0.266 1.509 1.858
H 0.203 3.627 3.407
H 2.001 3.435 5.106
H 3.459 1.370 4.838
C 0.913 -0.426 -1.207
C -0.398 -0.965 -1.175
C -0.510 -1.651 0.019
N 0.682 -1.551 0.679
C 1.552 -0.791 -0.058
H 1.351 0.142 -2.012
H -1.129 -0.832 -1.953
H -1.291 -2.244 0.466
H 0.923 -2.000 1.548
H 2.538 -0.541 0.299
C 1.465 -3.048 3.737
C 0.388 -3.778 3.210
C -0.763 -3.026 3.322
N -0.376 -1.807 3.834
C 0.952 -1.838 4.161
H 2.486 -3.383 3.801
H 0.412 -4.767 2.779
H -1.815 -3.243 3.244
H -0.999 -1.062 4.082
H 1.372 -0.951 4.595
C 1.480 3.284 -1.997
C 1.667 3.113 -0.494
C 1.848 4.453 0.205
C 3.201 5.018 -0.004
N 4.254 5.448 -0.151
H 0.584 3.853 -2.267
H 1.430 2.365 -2.582
H 2.276 3.862 -2.482
H 2.490 2.441 -0.254
H 0.767 2.587 -0.172
H 1.703 4.464 1.285
H 1.140 5.182 -0.198
```

2S+1	1
total energy	-40064.76039	eV
SMILES string	c1cc[nH]c1.c1cc[nH]c1.c1cc[nH]c1.c1cc[nH]c1.c1cc[nH]c1.c1cc[nH]c1.CCCC#N
frontier orbital gap	8.5	eV
LUMO level	0.36	eV
strongest force on any atom	1.36	eV Å⁻¹
relative energy (zero: lowest compared OMol25 entry of this formula, charge and spin)	64.3	kJ/mol

Here is a structure of composition C28H38ClIrN4O6Se2 in a non-equilibrium geometry from the Open Molecules 2025 dataset. Energies are from ωB97M-V/def2-TZVPD.

Structure (XYZ):
```
80
C28H38ClIrN4O6Se2 | the Open Molecules 2025 dataset | ωB97M-V/def2-TZVPD
Ir -0.046 0.369 0.298
C -7.111 2.418 -0.616
C -5.705 1.945 -0.730
C -5.330 0.985 -1.688
C -4.058 0.441 -1.718
C -3.619 -0.321 -2.857
N -2.478 -0.912 -2.977
C -1.870 -1.278 -4.257
C -1.094 -0.063 -4.808
C 0.146 0.316 -3.994
N 1.331 -0.460 -4.371
C 2.548 -0.467 -3.901
C 3.207 0.099 -2.766
C 4.610 0.026 -2.826
C 5.455 0.443 -1.811
C 6.947 0.366 -1.946
C 4.854 0.888 -0.638
C 3.470 0.936 -0.472
C 2.953 1.375 0.800
N 1.731 1.356 1.202
C 1.375 1.991 2.461
C 0.724 3.364 2.224
C -0.095 3.484 0.939
N -1.079 2.428 0.723
C -2.310 2.769 0.647
C -3.402 1.999 0.083
C -4.688 2.506 0.062
C -3.115 0.801 -0.671
O -2.074 0.129 -0.502
C 2.589 0.593 -1.554
O 1.331 0.724 -1.435
H -7.796 1.782 -1.169
H -7.212 3.441 -0.993
H -7.416 2.452 0.431
H -6.053 0.671 -2.433
H -4.261 -0.306 -3.735
H -1.888 -0.980 -2.145
H -2.649 -1.558 -4.966
H -1.215 -2.128 -4.088
H -1.766 0.797 -4.802
H -0.832 -0.254 -5.852
H -0.041 0.195 -2.935
H 0.382 1.369 -4.158
H 1.193 -1.018 -5.203
H 3.225 -1.040 -4.527
H 5.063 -0.370 -3.729
H 7.244 0.075 -2.951
H 7.364 -0.363 -1.247
H 7.416 1.321 -1.707
H 5.489 1.193 0.188
H 3.710 1.771 1.484
H 2.244 2.127 3.111
H 0.661 1.342 2.969
H 1.497 4.131 2.158
H 0.101 3.598 3.089
H 0.583 3.443 0.083
H -0.575 4.466 0.932
H -2.582 3.800 0.893
H -4.923 3.376 0.666
C -1.398 -0.358 3.929
Se -0.824 -1.409 2.390
C 0.543 -2.380 3.462
C 1.540 -3.235 2.713
Se 2.766 -2.184 1.613
C 4.017 -3.567 1.172
H -0.561 0.188 4.357
H -1.808 -1.032 4.677
H -2.174 0.333 3.610
H -0.041 -3.031 4.112
H 1.052 -1.643 4.082
H 1.072 -3.950 2.038
H 2.169 -3.776 3.423
H 4.676 -3.742 2.023
H 4.585 -3.231 0.309
H 3.453 -4.466 0.926
O 0.371 -3.969 -0.489
Cl 0.499 -2.896 -1.410
O 0.038 -3.219 -2.708
O 1.883 -2.496 -1.462
O -0.313 -1.777 -0.906
```

total charge	+3
2S+1	6
total energy	-193915.83011	eV
frontier orbital gap (spin up / spin down)	6.6 / 4.2	eV
LUMO level (spin up / spin down)	-8.70 / -11.10	eV
strongest force on any atom	1.12	eV Å⁻¹